{"formula": "C2H13N2O4", "method": "wB97M-V/def2-TZVPD", "homo_ev": -13.9, "total_charge": 1, "homo_lumo_gap_ev": 10.88, "elements": ["N", "C", "C", "N", "O", "H", "H", "H", "H", "H", "H", "H", "H", "H", "O", "H", "H", "O", "H", "H", "O"], "positions_angstrom": [[0.057303, -0.971705, -1.081687], [0.350771, 0.385301, -0.569087], [1.439817, 1.023744, -1.463800], [1.812324, 2.190555, -0.845934], [1.676796, 0.619141, -2.573779], [0.599631, -1.139101, -1.973789], [0.304132, -1.638623, -0.297714], [-0.938946, -1.130701, -1.216509], [1.002127, 0.279541, 0.314731], [-0.533207, 1.068923, -0.483493], [1.333836, 2.463916, 0.020987], [2.309113, 2.928951, -1.329270], [0.912047, -2.389891, 1.918750], [1.174989, -3.560945, 0.931610], [0.690405, -2.733527, 1.043185], [-2.959798, -1.227090, 1.648111], [-3.329829, -1.642200, 0.253059], [-2.689966, -1.091654, 0.730242], [-1.026505, 1.520054, 2.068686], [-1.399280, 2.889371, 1.519755], [-0.785761, 2.155938, 1.385946]], "forces_ev_per_a": [[0.150, -0.616, 0.412], [1.424, 0.261, -0.294], [-2.032, 2.075, 0.337], [0.114, -0.248, -0.164], [0.697, -0.400, 0.078], [-0.483, 0.267, 0.827], [0.135, -0.031, -0.836], [-0.059, 0.203, -0.252], [-1.350, -0.106, 0.483], [0.933, -1.041, 0.181], [0.370, -0.281, -0.650], [0.027, -0.391, -0.063], [0.012, -0.227, -0.125], [-0.014, 0.088, 0.107], [0.021, 0.219, -0.029], [0.174, 0.119, -0.049], [0.154, 0.221, 0.013], [-0.243, -0.362, -0.097], [0.020, 0.030, -0.005], [0.104, 0.005, -0.013], [-0.152, 0.214, 0.139]]}